(1)
Here is a 13-piece molecular cluster, C39H91N13O13 overall in a non-equilibrium geometry from the OMol25 dataset. Energies are from ωB97M-V/def2-TZVPD.

Computed properties:
**Frontier orbital gap**: 8.446 eV
**Multiplicity**: 1
**Electronic energy**: -87907.861 eV
**Energy relative to the best compared isomer or geometry (same formula, charge and spin)**: 694.8 kJ/mol
**Net charge**: 0
**HOMO energy**: -8.6027 eV

Positions of all 156 atoms, in Å:
C: -4.7369 -3.8750 1.9448
O: -5.8323 -3.6602 2.4290
N: -3.6703 -4.3179 2.6418
C: -2.3809 -4.5129 2.0224
C: -3.7412 -4.5293 4.0809
H: -4.5320 -3.7467 0.8699
H: -1.7927 -3.5901 2.0188
H: -2.4701 -4.9348 1.0217
H: -1.7577 -5.1970 2.6013
H: -3.4447 -5.5501 4.3290
H: -3.0637 -3.8244 4.5677
H: -4.7415 -4.3955 4.4791
C: 2.1156 2.3012 3.2167
O: 2.3996 1.1108 3.2145
N: 1.1247 2.8397 3.9367
C: 1.0314 4.2846 4.0729
C: 0.1748 2.0531 4.6986
H: 2.6209 3.0497 2.5894
H: 0.7113 4.6260 5.0561
H: 0.3402 4.6860 3.3250
H: 1.9831 4.7928 3.9124
H: 0.4000 2.1605 5.7627
H: -0.8301 2.4584 4.5612
H: 0.1950 1.0134 4.3892
C: -6.5791 3.0453 -1.9394
O: -6.9836 4.1477 -1.6310
N: -5.2794 2.7951 -2.2309
C: -4.7981 1.4410 -2.3940
C: -4.2714 3.8189 -2.1994
H: -7.2322 2.1646 -1.9631
H: -3.9260 1.2541 -1.7578
H: -4.3684 1.2973 -3.3972
H: -5.5355 0.6504 -2.2887
H: -3.7290 3.8114 -3.1466
H: -4.6051 4.8469 -2.0759
H: -3.6026 3.6359 -1.3517
C: 2.6066 -1.7365 -2.2536
O: 3.1610 -2.6272 -1.6355
N: 1.5369 -1.9569 -3.0473
C: 1.1296 -0.9997 -4.0531
C: 0.9268 -3.2531 -3.1432
H: 2.8670 -0.6723 -2.1733
H: 1.6594 -0.0562 -3.9137
H: 0.0710 -0.7342 -4.0077
H: 1.3207 -1.4314 -5.0389
H: -0.1634 -3.2207 -3.1727
H: 1.2791 -3.7360 -4.0672
H: 1.2138 -3.9792 -2.3852
C: -3.1144 -3.9533 -2.9166
O: -3.3407 -4.0560 -1.7254
N: -2.8338 -2.7968 -3.5486
C: -2.6739 -2.7367 -4.9889
C: -3.0567 -1.4844 -2.9709
H: -3.0609 -4.8276 -3.5831
H: -3.3233 -2.0565 -5.5436
H: -2.5730 -3.7343 -5.4130
H: -1.7143 -2.2508 -5.2190
H: -2.3417 -0.7421 -3.3074
H: -4.0968 -1.2328 -3.2024
H: -3.0161 -1.5008 -1.8840
C: -0.4088 0.5644 -0.7692
O: -1.4459 0.8715 -1.3538
N: -0.3457 -0.4054 0.1413
C: 0.9074 -0.7717 0.7603
C: -1.4723 -1.2628 0.4333
H: 0.5270 1.1203 -0.9090
H: 1.7161 -0.0427 0.7608
H: 1.2764 -1.7156 0.3496
H: 0.7793 -0.9788 1.8261
H: -1.5796 -1.3066 1.5221
H: -2.3536 -0.8082 -0.0080
H: -1.3179 -2.2943 0.1098
C: -0.1075 6.2114 0.0639
O: 0.1292 6.6319 1.1806
N: 0.4116 5.0653 -0.4259
C: -0.1652 4.4458 -1.6151
C: 1.3479 4.3196 0.3901
H: -0.8212 6.7197 -0.5963
H: -0.8619 5.1164 -2.1168
H: -0.5929 3.4519 -1.4731
H: 0.6919 4.3408 -2.2876
H: 0.8306 3.6707 1.1085
H: 2.0997 3.7230 -0.1129
H: 1.7959 5.0243 1.0944
C: 6.5071 -1.9337 1.4683
O: 7.2117 -2.4098 2.3350
N: 5.4124 -1.1810 1.6758
C: 4.5327 -0.7305 0.6052
C: 4.9197 -0.8891 3.0069
H: 6.6913 -2.0889 0.3927
H: 4.3613 0.3428 0.7123
H: 3.6193 -1.2940 0.7935
H: 4.9072 -0.9076 -0.3994
H: 5.5300 -1.2897 3.8091
H: 4.8719 0.1950 3.1331
H: 3.8892 -1.2343 3.0952
C: -4.2710 3.7187 2.7859
O: -5.3661 3.2375 2.9727
N: -3.2786 3.0909 2.1160
C: -2.0935 3.7983 1.6992
C: -3.4192 1.7761 1.5463
H: -3.9666 4.7149 3.1393
H: -1.8508 4.6796 2.2980
H: -2.1996 4.1846 0.6785
H: -1.1832 3.1962 1.7267
H: -4.1982 1.1443 1.9678
H: -3.6463 1.8424 0.4762
H: -2.5069 1.1779 1.6067
C: 1.2374 -4.8471 1.7681
O: 1.1673 -3.7113 2.2152
N: 2.3580 -5.3336 1.2165
C: 2.5234 -6.7498 1.0193
C: 3.5933 -4.5598 1.2167
H: 0.4184 -5.5583 1.9168
H: 3.2044 -7.1644 1.7713
H: 2.9417 -7.0672 0.0608
H: 1.5780 -7.2881 1.1020
H: 4.0993 -4.7603 0.2699
H: 3.3542 -3.5045 1.1065
H: 4.2207 -4.7719 2.0791
C: 3.0339 2.7572 -2.9005
O: 2.2913 2.3437 -2.0245
N: 4.3394 2.4689 -3.0215
C: 5.1831 3.1098 -4.0272
C: 4.9612 1.5604 -2.0889
H: 2.6862 3.3427 -3.7717
H: 4.6388 3.3483 -4.9351
H: 6.0421 2.4771 -4.2390
H: 5.6021 4.0187 -3.5904
H: 5.8341 1.9949 -1.5980
H: 4.3133 1.1933 -1.3000
H: 5.2801 0.6352 -2.5811
C: -0.0563 -2.7112 5.4516
O: -0.9061 -3.2543 6.1381
N: 1.2033 -2.4507 5.8655
C: 2.1159 -1.7487 5.0007
C: 1.7013 -2.8229 7.1627
H: -0.2308 -2.3862 4.4130
H: 2.4186 -0.7699 5.4022
H: 1.6690 -1.4301 4.0605
H: 3.0567 -2.2850 4.8665
H: 2.6700 -3.3246 7.0684
H: 1.9759 -1.9180 7.7195
H: 1.0076 -3.4159 7.7447
C: -1.8659 1.3576 -6.4354
O: -1.9135 0.1702 -6.1314
N: -1.5798 2.3148 -5.5511
C: -1.5474 3.7363 -5.8323
C: -1.3089 1.9736 -4.1617
H: -2.1706 1.7504 -7.4161
H: -0.6523 4.1826 -5.3937
H: -2.3812 4.2038 -5.2987
H: -1.6092 3.9214 -6.9012
H: -1.2379 0.9148 -3.9720
H: -0.3888 2.5097 -3.9058
H: -2.0416 2.3409 -3.4438

---

(2)
Here is a 3-piece molecular cluster, C18H27BrF16O4P overall from the OMol25 dataset. Energies are from ωB97M-V/def2-TZVPD.

Computed properties:
**Frontier orbital gap**: 10.091 eV
**Multiplicity**: 1
**Electronic energy**: -150097.662 eV
**Net charge**: +1
**HOMO energy**: -12.8625 eV

Positions of all 67 atoms, in Å:
C: 2.5668 6.6644 -1.0816
C: 2.3717 6.8750 -2.5916
C: 1.8639 5.6492 -3.3469
Br: 3.1173 4.1737 -3.2212
P: 0.1838 5.1319 -2.8417
C: -0.7269 6.4832 -2.0630
C: -2.1632 6.0298 -1.6913
C: -3.1737 6.7621 -2.5601
O: -3.0487 6.3066 -3.9068
C: 0.2262 3.6029 -1.8130
O: 0.1786 2.4945 -2.6586
C: -1.1307 2.0032 -2.9779
H: 3.6019 6.8570 -0.8167
H: 1.9783 7.3710 -0.5020
H: 2.3401 5.6491 -0.7668
H: 3.3287 7.1090 -3.0507
H: 1.7032 7.7072 -2.8056
H: 1.8216 5.8715 -4.4094
H: -0.5173 4.8382 -4.0082
H: -0.1495 6.8025 -1.2007
H: -0.7572 7.2761 -2.8073
H: -2.2860 4.9596 -1.8404
H: -2.3327 6.2612 -0.6422
H: -2.9249 7.8213 -2.5601
H: -4.1847 6.6202 -2.1846
H: -3.7750 5.7020 -4.1164
H: -0.5688 3.6290 -1.0660
H: 1.1763 3.5990 -1.2829
H: -1.9150 2.5708 -2.4789
H: -1.2006 0.9689 -2.6503
H: -1.2882 2.0418 -4.0524
C: 1.4025 -1.9480 0.3311
C: 2.3214 -1.4715 -0.8051
C: 1.7149 -0.5809 -1.8927
F: 0.7388 -1.2172 -2.5758
F: 2.6874 -0.2370 -2.7671
F: 2.9503 -2.5187 -1.3712
F: 3.2627 -0.6804 -0.2096
O: 0.8493 -3.2457 0.2419
C: -0.3430 -3.4972 -0.3869
C: -0.1819 -4.4882 -1.5458
F: 0.6804 -4.0038 -2.4602
F: -1.3885 -4.6541 -2.1318
F: -0.9673 -2.3668 -0.7797
F: -1.1406 -4.1013 0.5241
H: 2.0558 -2.0048 1.1997
H: 0.6363 -1.2062 0.5597
H: 1.3020 0.3355 -1.4593
H: 0.1826 -5.4469 -1.1710
C: -1.0588 -8.1409 4.8544
C: 0.1425 -8.0865 5.8111
C: -0.0118 -7.2988 7.1159
F: -0.2405 -5.9905 6.8751
F: 1.1393 -7.4082 7.8165
F: 1.2459 -7.6757 5.1506
F: 0.3477 -9.3742 6.2120
O: -1.0717 -7.2556 3.7480
C: -1.6035 -5.9967 3.8169
C: -0.5542 -4.9260 3.4986
F: 0.4771 -4.9863 4.3644
F: -1.1321 -3.7036 3.6105
F: -2.2226 -5.7569 4.9891
F: -2.5334 -5.8996 2.8375
H: -0.9903 -9.1241 4.3933
H: -2.0021 -8.1114 5.4001
H: -0.8312 -7.7053 7.7151
H: -0.1789 -5.0582 2.4861

---

(3)
Here is C20H28N2O3 as an isolated structure in a non-equilibrium geometry from the OMol25 dataset. Energies are from ωB97M-V/def2-TZVPD.

Computed properties:
**Frontier orbital gap**: 8.129 eV
**Multiplicity**: 1
**Electronic energy**: -30302.302 eV
**Energy relative to the best compared isomer or geometry (same formula, charge and spin)**: 1622.2 kJ/mol
**Net charge**: 0
**HOMO energy**: -7.5450 eV

Positions of all 53 atoms, in Å:
C: 1.1810 4.7166 2.3340
C: 0.5757 3.3043 1.9143
H: -0.4786 3.1938 1.8357
H: 0.9853 2.6393 2.6437
O: 1.1170 3.1639 0.5269
C: 1.0799 1.8132 0.3519
O: 0.5282 1.0296 1.1667
C: 1.6567 1.4614 -1.2252
C: 2.9264 2.3106 -1.5055
C: 3.9695 1.8646 -0.5236
C: 4.3961 0.1867 -0.6693
N: 3.1679 -0.3801 -0.4095
C: 1.8736 0.1299 -1.3142
H: 2.3119 -0.3355 -2.2622
H: 1.1018 -0.6030 -1.1439
C: 3.2488 -1.7536 0.0633
C: 2.0726 -2.1822 1.0454
C: 0.8916 -2.7096 0.4080
O: 0.7886 -3.8968 -0.4436
N: -0.1229 -1.9887 0.6737
C: -1.4587 -2.0111 0.0343
C: -1.8429 -3.2712 -0.3267
C: -3.2623 -3.3823 -0.8383
C: -4.0596 -2.2329 -0.5166
C: -3.5695 -1.1215 -0.3636
C: -2.3922 -1.0036 0.2865
H: -2.0263 0.1039 0.7947
C: -4.6723 -0.1252 -0.0735
H: -4.6465 0.6064 1.0622
H: -4.6204 0.7617 -0.7342
C: -5.9680 -0.8667 -0.2907
H: -6.7694 -0.1295 -0.8323
H: -6.4024 -1.1508 0.7594
C: -5.6322 -1.8851 -1.0316
H: -6.1933 -2.8170 -0.7791
H: -5.6315 -2.0209 -2.1140
H: -3.7285 -4.1618 -1.4969
H: -1.3262 -4.1272 -0.3534
H: 0.0685 -1.0797 1.0154
H: 2.1652 -1.5849 1.7720
H: 2.4996 -3.1693 1.6336
H: 4.3658 -1.9935 0.5574
H: 3.1718 -2.3045 -0.9507
H: 4.5520 0.2398 -1.6286
H: 5.1655 0.0362 -0.0460
H: 3.6216 2.0545 0.5097
H: 4.8161 2.4217 -0.7338
H: 2.9553 2.1987 -2.4026
H: 2.6748 3.2756 -1.3792
H: 0.9787 1.6844 -1.7654
H: 0.8401 5.0207 3.1655
H: 0.8874 5.4263 1.4397
H: 2.1688 4.6444 2.1599

---

(4)
Here is C23H52O4P4Ti as an isolated structure in a non-equilibrium geometry from the OMol25 dataset. Energies are from ωB97M-V/def2-TZVPD.

Computed properties:
**Frontier orbital gap (alpha / beta)**: 5.692 / 5.127 eV
**Multiplicity**: 2
**Electronic energy**: -93128.229 eV
**Net charge**: +3
**Expectation value of S²**: 0.7870
**HOMO energy (alpha / beta)**: -16.2515 / -16.1540 eV

Positions of all 84 atoms, in Å:
Ti: -0.7943 1.3087 -0.5295
P: -2.2650 -0.9807 -0.3221
P: 1.4316 0.1090 1.6724
P: 0.9223 -1.2464 -1.6667
H: -1.3073 5.2566 -2.8945
C: -1.4243 4.3368 -3.4830
C: -2.4543 3.5348 -3.1637
H: -3.0165 3.7962 -2.2515
C: -3.9779 -0.6465 0.2259
C: -1.7833 -2.2975 0.8567
C: -2.5687 -1.8954 -1.8744
C: 2.8557 1.1213 1.2639
C: 0.8174 0.6273 3.2675
C: 2.0567 -1.5534 1.9159
C: 0.5367 -1.6356 -3.4333
C: 1.3294 -2.9784 -1.1419
C: 2.6096 -0.5966 -1.9655
H: -0.7921 4.2798 -4.3708
H: -2.9249 2.7839 -3.8308
H: -4.3960 0.1737 -0.3681
H: -3.9917 -0.3506 1.2845
H: -4.5858 -1.5500 0.0748
H: -1.8329 -1.9075 1.8803
H: -0.7634 -2.6457 0.6659
H: -2.4846 -3.1365 0.7581
H: -2.5729 -1.1868 -2.7118
H: -3.5511 -2.3826 -1.8127
H: -1.8042 -2.6574 -2.0574
H: 3.6402 0.8978 2.0057
H: 2.5634 2.1772 1.3067
H: 3.2208 0.9035 0.2522
H: 1.4288 0.1311 4.0351
H: -0.2385 0.3536 3.3621
H: 0.9211 1.7110 3.3745
H: 3.1003 -1.4987 2.2549
H: 2.0227 -2.1120 0.9820
H: 1.4379 -2.0763 2.6544
H: 1.2133 -2.4419 -3.7637
H: 0.6722 -0.7286 -4.0322
H: -0.5062 -1.9482 -3.5473
H: 1.7124 -3.5406 -2.0095
H: 0.4368 -3.4747 -0.7417
H: 2.0740 -2.9960 -0.3398
H: 3.0025 -1.0582 -2.8820
H: 3.2746 -0.8131 -1.1210
H: 2.5690 0.4903 -2.1068
C: -0.4720 1.4753 -3.6245
C: 0.7923 2.0840 -3.8302
C: 1.2994 2.1304 -5.1331
C: 0.5503 1.6782 -6.2143
C: -0.7463 1.2192 -6.0186
C: -1.2501 1.0329 -4.7165
O: -0.9428 1.3511 -2.3780
H: 0.4138 0.1827 0.5364
H: 1.2796 2.5227 -2.9589
H: 2.2931 2.5200 -5.3378
H: 0.9953 1.6570 -7.2209
H: -1.3465 1.0290 -6.9080
H: -2.2234 0.5745 -4.5050
C: -3.4424 1.4602 4.9144
C: -3.7416 0.9404 3.5349
O: -2.5373 0.8850 2.7160
P: -2.1626 1.9228 1.4712
O: -2.2506 3.3807 2.1824
C: -1.1708 4.1030 2.9180
C: -1.6220 4.4935 4.2993
O: 0.2977 2.6208 0.0575
C: 0.6808 4.0119 0.0394
C: -0.4845 4.7386 -0.5652
H: -2.5735 0.9601 5.3632
H: -4.3065 1.2609 5.5480
H: -3.2930 2.5418 4.9140
H: -4.1198 -0.0822 3.5676
H: -4.4902 1.5839 3.0453
H: -0.2705 3.4719 2.9672
H: -0.9395 4.9813 2.3006
H: -1.6929 3.6372 4.9828
H: -0.8553 5.1661 4.6977
H: -2.5712 5.0439 4.3003
H: 0.9256 4.3367 1.0637
H: 1.5726 4.1131 -0.5924
H: -1.3958 4.7104 0.0524
H: -0.2242 5.7744 -0.7949
H: -0.7037 4.2158 -1.5014